No. 1
Here is a gas-phase ion, C23H44NO3 (charge +1) from OMol25. Energies are from the ωB97M-V functional and the def2-TZVPD basis.

- Charge: +1
- Energy above the lowest of the compared OMol25 structures with the same formula, charge and spin: 11.39 kJ/mol
- HOMO level: -0.469 hartree
- SMILES: CCCCCCCOC(=O)C[N+](C)(C)CCO[C@H]1C[C@H]2CC[C@]1(C)C2(C)C
- Gap between HOMO and LUMO: 10.4905 eV
- E_LUMO: -2.273 eV

Geometry (Å):
C1 4.752 -0.928 6.146
C2 5.288 0.140 5.200
C3 4.424 0.332 3.953
C4 4.446 -0.873 3.013
C5 3.665 -0.600 1.730
C6 3.694 -1.798 0.783
C7 2.915 -1.537 -0.501
O1 1.518 -1.317 -0.224
C8 0.716 -2.352 -0.219
O2 1.000 -3.490 -0.491
C9 -0.691 -1.885 0.193
N1 -1.797 -2.792 -0.203
C10 -1.706 -3.102 -1.643
C11 -1.708 -4.051 0.566
C12 -3.104 -2.137 0.116
C13 -3.542 -1.021 -0.839
O3 -2.542 -0.041 -0.925
C14 -2.801 0.987 -1.879
C15 -3.854 2.021 -1.431
C16 -3.099 3.354 -1.534
C17 -2.131 3.408 -0.348
C18 -1.090 2.333 -0.712
C19 -1.535 1.842 -2.104
C20 -0.443 1.136 -2.884
C21 -2.150 3.124 -2.728
C22 -1.145 4.254 -2.950
C23 -2.872 2.922 -4.061
H1 5.354 -0.962 7.051
H2 4.782 -1.913 5.687
H3 3.725 -0.707 6.429
H4 6.304 -0.120 4.897
H5 5.337 1.090 5.734
H6 3.395 0.537 4.256
H7 4.788 1.206 3.408
H8 4.017 -1.741 3.516
H9 5.481 -1.112 2.760
H10 2.630 -0.354 1.979
H11 4.096 0.266 1.223
H12 3.279 -2.679 1.279
H13 4.724 -2.026 0.508
H14 3.251 -0.617 -0.982
H15 3.008 -2.381 -1.190
H16 -0.872 -0.900 -0.246
H17 -0.687 -1.777 1.281
H18 -1.608 -2.182 -2.216
H19 -2.597 -3.639 -1.963
H20 -0.834 -3.725 -1.827
H21 -2.464 -4.754 0.223
H22 -0.723 -4.493 0.419
H23 -1.860 -3.858 1.626
H24 -3.029 -1.726 1.124
H25 -3.881 -2.904 0.107
H26 -4.474 -0.600 -0.435
H27 -3.774 -1.420 -1.839
H28 -3.097 0.492 -2.816
H29 -4.739 2.001 -2.065
H30 -4.169 1.830 -0.405
H31 -3.755 4.218 -1.610
H32 -1.681 4.394 -0.256
H33 -2.637 3.189 0.591
H34 -0.080 2.736 -0.754
H35 -1.086 1.514 0.005
H36 0.365 1.829 -3.101
H37 -0.825 0.748 -3.826
H38 -0.032 0.309 -2.306
H39 -0.560 4.059 -3.846
H40 -0.459 4.386 -2.122
H41 -1.681 5.189 -3.098
H42 -2.168 2.587 -4.820
H43 -3.687 2.208 -4.012
H44 -3.286 3.873 -4.388

Atomic forces in eV per Å
C 0.174 0.145 -0.113
C -0.260 0.043 0.005
C 0.320 -0.217 0.053
C -0.268 0.409 -0.046
C 0.183 -0.405 0.093
C -0.422 0.402 -0.135
C 0.785 -0.423 -0.046
O -0.309 0.416 0.164
C -0.663 -0.221 -0.005
O 0.230 -0.096 -0.019
C 1.012 0.740 0.132
N 0.100 -0.054 0.020
C 0.114 -0.269 -0.977
C 0.180 -0.934 0.490
C -0.710 0.808 -0.072
C 0.033 -0.049 -0.085
O 0.034 -0.208 0.160
C 0.033 0.300 -0.330
C -0.104 -0.019 -0.037
C -0.094 0.069 0.106
C -0.092 0.141 0.090
C 0.028 -0.075 -0.030
C 0.121 -0.371 -0.041
C -0.317 0.163 0.121
C -0.092 0.083 -0.084
C -0.089 -0.234 0.124
C 0.065 -0.074 0.245
H 0.002 -0.081 0.114
H -0.036 -0.144 0.011
H -0.129 -0.019 0.061
H 0.077 0.077 -0.002
H 0.103 0.007 -0.006
H -0.073 0.073 -0.014
H -0.070 0.061 -0.044
H 0.040 -0.113 0.007
H 0.081 -0.089 0.013
H -0.024 0.081 0.000
H -0.030 0.106 -0.032
H 0.059 -0.090 -0.023
H 0.040 -0.081 -0.039
H -0.080 -0.090 0.011
H -0.060 0.197 0.027
H -0.031 -0.312 0.132
H -0.142 -0.056 -0.068
H -0.051 0.072 0.104
H -0.064 0.046 0.129
H -0.096 0.066 0.149
H -0.085 0.146 -0.084
H -0.124 0.145 -0.039
H -0.050 0.175 -0.040
H 0.104 -0.157 -0.006
H 0.158 -0.056 0.018
H 0.065 -0.145 -0.014
H 0.001 0.000 0.120
H 0.051 0.033 0.060
H -0.044 -0.029 0.010
H -0.068 -0.030 0.055
H -0.029 0.075 -0.046
H 0.033 0.026 0.044
H -0.024 0.053 0.044
H 0.058 -0.003 -0.005
H 0.108 -0.006 0.033
H 0.176 0.029 -0.039
H 0.011 -0.083 -0.150
H 0.101 -0.120 0.034
H 0.098 0.027 -0.094
H 0.127 0.070 0.111
H -0.025 0.129 -0.042
H 0.046 -0.034 -0.140
H -0.135 -0.101 -0.053
H -0.061 0.077 -0.088

natural (NBO) atomic charge list, values in e, 8 entries: C -0.61; C -0.39; C -0.39; C -0.39; C -0.39; C -0.42; C -0.08; O -0.49

---

No. 2
Here is 2 unconnected molecules or ions with the total composition C5H9Cl from OMol25. Energies are from the ωB97M-V functional and the def2-TZVPD basis.

- Charge: 0
- Energy above the lowest of the compared OMol25 structures with the same formula, charge and spin: 439.25 kJ/mol
- HOMO level: -0.375 hartree
- Gap between HOMO and LUMO: 9.9087 eV
- E_LUMO: -0.305 eV

Geometry (Å):
C1 0.241 -2.757 -0.135
C2 1.144 -2.863 0.771
C3 0.785 1.801 -0.367
C4 -1.193 0.591 0.727
C5 0.124 0.529 0.023
Cl1 -0.126 -0.372 -1.542
H1 -0.777 -2.314 -0.065
H2 0.471 -2.839 -1.174
H3 0.927 -0.157 0.530
H4 1.807 1.725 -0.692
H5 0.280 2.316 -1.121
H6 0.810 2.565 0.375
H7 -1.242 -0.260 1.417
H8 -1.273 1.529 1.213
H9 -1.978 0.504 0.041

Atomic forces in eV per Å
C -1.237 0.389 0.323
C -0.038 -0.134 0.186
C 0.644 0.754 0.404
C 1.109 -0.922 0.854
C 2.444 -1.997 -0.087
Cl -0.130 0.556 -0.720
H 0.764 -0.671 0.601
H 0.621 -0.537 -0.609
H -1.741 1.299 -0.530
H 0.405 -0.577 -0.202
H -1.088 0.465 -1.611
H -0.039 0.224 1.420
H -0.266 0.418 0.096
H -0.203 0.769 0.893
H -1.244 -0.036 -1.019

natural (NBO) atomic charge list, values in e, 8 entries: C -0.83; C 0.22; C -0.64; C -0.64; C -0.15; Cl -0.12; H 0.30; H 0.30

---

No. 3
Here is a single C22H29NO5S molecule from OMol25. Energies are from the ωB97M-V functional and the def2-TZVPD basis.

- Charge: 0
- Energy above the lowest of the compared OMol25 structures with the same formula, charge and spin: 0.62 kJ/mol
- HOMO level: -0.291 hartree
- SMILES: CCOc1ccc(CCNC(=O)CCS(=O)(=O)c2ccc(C)cc2)cc1OCC
- Gap between HOMO and LUMO: 8.4509 eV
- E_LUMO: 0.521 eV

Geometry (Å):
C1 5.055 -2.775 0.823
C2 3.886 -3.012 -0.127
O1 2.644 -2.613 0.427
C3 2.465 -1.316 0.833
C4 1.672 -1.145 1.962
C5 1.334 0.112 2.429
C6 1.835 1.240 1.801
C7 1.441 2.622 2.247
C8 0.734 3.378 1.110
N1 -0.276 2.549 0.493
C9 -0.103 2.005 -0.721
O2 0.781 2.316 -1.497
C10 -1.158 0.956 -1.088
C11 -0.968 -0.334 -0.304
S1 -2.059 -0.397 1.156
O3 -1.978 0.850 1.887
O4 -1.784 -1.603 1.884
C12 -3.704 -0.506 0.448
C13 -4.125 -1.716 -0.070
C14 -5.381 -1.808 -0.641
C15 -6.219 -0.697 -0.699
C16 -7.568 -0.796 -1.338
C17 -5.776 0.509 -0.165
C18 -4.520 0.608 0.409
C19 2.650 1.080 0.686
C20 2.940 -0.172 0.161
O5 3.649 -0.347 -0.993
C21 3.907 0.782 -1.811
C22 4.459 0.269 -3.133
H1 5.963 -3.193 0.399
H2 4.860 -3.247 1.784
H3 5.200 -1.709 0.984
H4 3.756 -4.083 -0.307
H5 4.069 -2.508 -1.081
H6 1.286 -2.030 2.443
H7 0.678 0.205 3.280
H8 2.319 3.194 2.558
H9 0.764 2.540 3.098
H10 1.441 3.655 0.325
H11 0.266 4.286 1.501
H12 -0.947 2.116 1.123
H13 -2.157 1.357 -0.902
H14 -1.057 0.762 -2.158
H15 -1.249 -1.212 -0.879
H16 0.049 -0.464 0.061
H17 -3.473 -2.572 0.000
H18 -5.720 -2.751 -1.043
H19 -8.260 -0.081 -0.900
H20 -7.977 -1.798 -1.231
H21 -7.488 -0.578 -2.404
H22 -6.420 1.375 -0.196
H23 -4.171 1.530 0.847
H24 3.032 1.959 0.195
H25 2.980 1.345 -1.976
H26 4.645 1.436 -1.327
H27 5.374 -0.295 -2.964
H28 3.732 -0.382 -3.611
H29 4.672 1.106 -3.790

Atomic forces in eV per Å
C -0.417 -0.001 -0.157
C 0.601 -0.243 -0.161
O -0.347 0.338 -0.044
C -0.036 -0.006 0.152
C 0.197 -0.078 -0.228
C 0.135 0.075 -0.046
C 0.039 -0.062 0.162
C -0.042 0.035 -0.224
C 0.143 0.138 0.051
N -0.058 0.264 0.453
C -0.661 -0.167 -0.207
O 0.297 0.016 -0.304
C 0.252 0.248 -0.174
C -0.643 -0.012 0.520
S 0.095 -0.264 -0.191
O -0.260 0.166 -0.114
O -0.020 -0.306 -0.181
C 0.622 0.111 0.156
C 0.029 -0.143 -0.019
C 0.068 0.074 0.034
C 0.057 0.023 0.064
C 0.011 0.014 -0.065
C 0.047 -0.106 0.007
C 0.045 0.163 0.070
C 0.069 -0.071 0.006
C -0.019 -0.120 -0.031
O -0.139 -0.306 0.288
C 0.077 0.318 -0.375
C -0.140 0.023 0.442
H 0.120 -0.025 -0.039
H 0.028 -0.050 0.091
H 0.085 0.096 0.028
H 0.046 0.135 -0.007
H -0.072 -0.177 0.149
H -0.030 -0.144 0.035
H -0.101 0.038 0.110
H -0.042 0.040 0.092
H 0.051 0.024 0.079
H -0.088 0.042 0.118
H 0.122 -0.010 -0.073
H 0.064 0.060 -0.265
H -0.008 0.065 -0.143
H -0.020 0.043 0.138
H 0.004 -0.103 -0.028
H 0.050 -0.064 0.169
H 0.031 -0.176 -0.026
H -0.032 -0.105 -0.023
H -0.086 0.019 0.002
H -0.078 -0.045 -0.010
H -0.066 0.001 -0.067
H -0.068 0.086 0.015
H 0.004 0.136 0.024
H 0.010 0.088 -0.145
H 0.118 -0.041 0.105
H -0.129 -0.044 -0.003
H 0.102 -0.040 -0.038
H -0.061 -0.049 -0.084
H 0.038 0.076 -0.089

natural (NBO) atomic charge list, values in e, 8 entries: C -0.64; C -0.06; O -0.51; C 0.22; C -0.24; C -0.23; C -0.02; C -0.43

---

No. 4
Here is a molecular structure, C2H4HgMgO2 from OMol25. Energies are from the ωB97M-V functional and the def2-TZVPD basis.

- 2S+1: 2
- Charge: -1
- HOMO level (spin up / spin down): -0.085 / -0.065 hartree
- Gap between HOMO and LUMO (spin up / spin down): 5.7181 / 4.1424 eV
- E_LUMO (spin up / spin down): 3.407 / 2.364 eV

Geometry (Å):
O1 -1.854 0.678 0.366
H1 -2.131 1.401 0.935
C1 -0.260 0.916 -0.019
C2 0.349 -0.402 -0.210
O2 0.489 -1.078 1.023
H2 0.066 1.445 0.901
H3 -0.227 1.544 -0.921
H4 1.324 -0.322 -0.724
Mg1 1.416 -2.392 2.712
Hg1 -1.562 -1.516 0.803

Atomic forces in eV per Å
O 1.257 1.441 -1.312
H 0.055 0.108 0.235
C -0.456 -0.168 0.567
C 0.809 1.098 -0.271
O 1.250 -0.196 0.866
H -0.201 0.098 -0.230
H -0.161 -0.208 0.373
H -0.522 -0.184 -0.263
Mg -0.402 0.520 -0.683
Hg -1.629 -2.510 0.716

natural (NBO) atomic charge list, values in e, 8 entries: O -0.92; H 0.46; C -0.16; C -0.46; O -1.04; H 0.13; H 0.18; H 0.15

---

Computed maximum force (Eh/bohr) in order:
0.0245 0.0614 0.0161 0.0598